{"formula": "C2H2BiO4", "method": "ωB97M-V/def2-TZVPD", "symbols": ["C", "H", "O", "O", "O", "H", "O", "Bi", "C"], "coordinates": [[-1.271, 0.640, 0.385], [0.403, -1.948, -0.761], [-0.994, -0.618, 0.039], [1.327, -0.205, -0.984], [-1.453, 0.869, 1.600], [0.971, -1.079, 0.815], [-0.790, 1.591, -0.330], [1.211, 1.747, -0.538], [0.596, -0.998, -0.226]], "forces_ev_per_a": [[2.9, -1.3, 6.5], [0.2, 0.4, 0.7], [1.0, -0.8, -1.8], [0.2, -0.3, -1.0], [-1.7, -0.3, -2.0], [-0.5, -0.1, -0.4], [-1.0, 1.9, -2.9], [1.2, 2.1, 0.1], [-2.3, -1.5, 0.9]], "spin_multiplicity": 2, "homo_ev": [-8.6, -9.5], "homo_lumo_gap_ev": [7.979, 7.607], "total_charge": 0, "mol_weight_g_mol": 299.0}

{"formula": "C2H2Br3F", "method": "ωB97M-V/def2-TZVPD", "symbols": ["C", "Br", "Br", "F", "C", "H", "H", "Br"], "coordinates": [[0.549, -1.760, -0.156], [0.851, 0.424, -2.079], [-0.169, -2.072, 1.707], [-0.058, -2.627, -0.875], [0.140, -0.332, -0.413], [0.290, 0.481, 0.281], [-0.907, -0.509, -0.442], [2.501, -2.237, -0.181]], "forces_ev_per_a": [[2.3, 0.9, 3.2], [-0.4, -0.4, 0.2], [0.4, 0.1, -0.3], [-1.1, -1.1, -2.0], [0.4, 0.1, -1.1], [0.6, -0.7, 0.7], [-1.2, 0.5, -0.7], [-1.1, 0.6, 0.0]], "homo_ev": -10.5, "homo_lumo_gap_ev": 10.528, "total_charge": 0, "smiles": "FC(Br)(Br)CBr", "mol_weight_g_mol": 284.7}

{"formula": "C2H2Br3OP", "method": "ωB97M-V/def2-TZVPD", "symbols": ["O", "Br", "H", "P", "C", "C", "H", "Br", "Br"], "coordinates": [[1.709, -2.481, 1.443], [1.608, 1.777, 1.977], [0.035, 0.033, 0.267], [2.419, 0.476, 0.276], [0.819, -1.919, 0.920], [0.817, -0.560, -0.100], [0.592, -1.066, -1.055], [-1.061, -2.315, 1.273], [2.029, 1.971, -1.254]], "forces_ev_per_a": [[-0.2, 0.1, -0.5], [0.1, -0.8, -0.2], [-1.4, 0.7, 0.1], [-1.1, -0.6, 0.1], [-0.1, 2.6, -0.8], [2.0, -2.9, 2.1], [0.6, 0.9, 0.0], [-0.1, -0.4, 0.1], [0.1, 0.4, -0.9]], "homo_ev": -9.9, "homo_lumo_gap_ev": 9.619, "total_charge": 0, "smiles": "O=C(Br)CP(Br)Br", "mol_weight_g_mol": 312.7}

{"formula": "C2H2Br6", "method": "ωB97M-V/def2-TZVPD", "symbols": ["H", "Br", "Br", "H", "Br", "Br", "C", "Br", "Br", "C"], "coordinates": [[1.589, 0.385, 1.005], [-1.328, -1.061, -4.159], [1.824, 2.467, 2.289], [-2.074, -1.512, -1.717], [0.198, -0.558, -1.224], [2.729, -0.631, 3.202], [1.514, 0.548, 2.080], [-2.599, 0.927, -1.968], [-0.341, 0.144, 2.684], [-1.511, -0.709, -2.192]], "forces_ev_per_a": [[0.1, -0.6, 0.1], [0.0, -0.6, -1.0], [0.2, -0.4, 0.1], [-0.1, -0.2, -0.2], [1.7, 0.0, 1.1], [-0.5, 0.9, -1.0], [-0.7, -0.1, 1.2], [-0.6, 0.5, 0.3], [0.9, 0.2, -0.5], [-0.9, 0.3, -0.2]], "spin_multiplicity": 2, "homo_ev": [-1.0, -5.8], "homo_lumo_gap_ev": [3.038, 7.934], "total_charge": -1, "mol_weight_g_mol": 505.5}

{"formula": "C2H2BrClINOS", "method": "ωB97M-V/def2-TZVPD", "symbols": ["S", "I", "C", "Br", "H", "N", "O", "Cl", "C", "H"], "coordinates": [[-1.852, 1.024, -1.604], [-0.248, -1.251, 1.488], [0.001, 0.650, 0.492], [1.904, 1.059, -0.038], [-0.499, -2.283, -1.748], [-0.156, -1.401, -2.317], [-0.413, 1.659, 1.250], [-1.396, -0.984, -3.269], [-0.667, 0.462, -0.750], [0.264, 1.708, 1.921]], "forces_ev_per_a": [[1.0, 0.2, 1.5], [0.2, -0.2, 0.2], [1.4, -0.8, -0.7], [-0.3, -0.5, 0.1], [0.6, 2.2, -1.2], [0.2, -1.6, 2.5], [-0.7, 0.7, 0.4], [-0.5, -0.2, -0.7], [-2.2, -0.5, -2.9], [0.1, 0.6, 0.9]], "homo_ev": [-8.4, -8.5], "homo_lumo_gap_ev": [7.134, 7.288], "total_charge": 0, "mol_weight_g_mol": 330.4}

{"formula": "C2H2BrClO", "method": "ωB97M-V/def2-TZVPD", "symbols": ["Br", "O", "Cl", "H", "C", "H", "C"], "coordinates": [[0.159, -2.189, -0.670], [-1.087, 1.905, 0.130], [1.828, -0.214, 0.989], [-0.252, -0.802, 1.341], [0.227, -0.701, 0.446], [-0.348, 0.826, -1.617], [-0.526, 1.175, -0.619]], "forces_ev_per_a": [[0.0, -0.5, -0.4], [1.5, -0.9, -2.8], [0.6, -0.1, -0.2], [-2.0, -0.5, 1.8], [0.8, 3.6, -2.6], [0.0, 0.7, -1.1], [-0.9, -2.4, 5.3]], "homo_ev": [-8.5, -8.5], "homo_lumo_gap_ev": [8.287, 8.286], "total_charge": 0, "mol_weight_g_mol": 157.4}